Record 1
{"formula": "C5H9N5PdSe2Te2", "method": "ωB97M-V/def2-TZVPD", "elements": ["Pd", "Se", "Te", "Te", "Se", "N", "C", "N", "N", "C", "N", "H", "H", "H", "H", "C", "C", "C", "N", "H", "H", "H", "H", "H"], "xyz": [[0.413345, -0.412157, 0.165083], [1.039527, -0.288716, -2.253462], [2.834556, -0.596821, -0.456687], [1.818629, -0.853521, 2.181196], [-0.745246, -0.486004, 2.354099], [2.406594, 3.152156, 0.710755], [1.142603, 2.620768, 0.847719], [0.631193, 2.561560, 2.104229], [0.490652, 2.363909, -0.232169], [-0.658236, 1.690904, -0.280769], [-1.754237, 1.387235, -0.551409], [3.047966, 2.883952, 1.440271], [2.767939, 2.951560, -0.209993], [1.297941, 2.484118, 2.854116], [-0.150277, 1.908507, 2.212674], [-2.049989, -2.347447, -2.118226], [-1.801370, -2.158254, -0.620996], [-0.398830, -2.514365, -0.258487], [0.468686, -3.257367, -0.040603], [-3.122446, -2.319022, -2.328904], [-1.633072, -3.290752, -2.474948], [-1.569933, -1.537513, -2.666356], [-2.440969, -2.812864, -0.020122], [-2.035020, -1.129871, -0.357012]], "forces_ev_per_angstrom": [[-0.4, 0.2, -0.2], [0.0, 0.0, -0.8], [1.8, 0.1, -1.0], [0.6, -0.2, 1.9], [-0.4, 0.0, 0.7], [0.0, 0.3, 0.0], [-0.5, 0.3, 0.3], [-0.1, 0.2, 0.0], [0.3, 0.0, -0.4], [-1.0, 1.2, -0.4], [0.2, 0.2, 0.1], [0.0, -0.1, 0.0], [0.1, -0.2, 0.0], [0.1, -0.2, 0.0], [0.1, -0.2, 0.1], [0.0, 0.0, 0.0], [-0.1, 0.0, -0.3], [-0.5, -1.3, -0.1], [-0.3, -0.1, -0.2], [0.0, 0.0, 0.0], [-0.1, 0.0, 0.0], [0.1, 0.0, 0.0], [0.1, 0.0, 0.0], [0.0, -0.1, 0.1]], "mulliken_charge": [0.314, -0.779, -0.368, -0.344, -0.885, -0.579, 0.685, -0.449, -0.497, 0.701, -0.817, 0.263, 0.310, 0.285, 0.148, -1.137, 0.094, 0.444, -0.743, 0.360, 0.296, 0.241, 0.303, 0.156], "spin_multiplicity": 1, "charge": -2, "e_lumo_ev": 4.57, "e_above_lowest_kcal_mol": 16.7}

Record 2
{"formula": "C5H9NO", "method": "ωB97M-V/def2-TZVPD", "elements": ["O", "C", "C", "C", "C", "C", "N", "H", "H", "H", "H", "H", "H", "H", "H", "H"], "xyz": [[1.720922, 0.047947, -2.243688], [1.655827, 0.237224, -1.016891], [1.391987, -0.811942, -0.003359], [0.064867, -0.679513, 0.793999], [-1.036748, 0.205168, 0.235690], [-1.483235, -0.025296, -1.002645], [-1.405531, 1.188759, 1.109975], [1.875182, 1.252624, -0.680639], [1.439903, -1.807404, -0.424485], [2.178147, -0.572346, 0.761596], [-0.386363, -1.664851, 0.943445], [0.251486, -0.422160, 1.830009], [-2.354207, 0.453618, -1.440972], [-0.969840, -0.750111, -1.624702], [-2.185395, 1.819746, 0.959960], [-0.757001, 1.528539, 1.802706]], "forces_ev_per_angstrom": [[-0.1, -0.3, 0.2], [-0.1, -0.2, -1.3], [-0.1, 1.3, 0.8], [-0.3, -0.2, 0.1], [1.2, -0.2, -0.4], [-0.7, -0.1, -0.2], [-1.2, 0.8, 0.7], [0.1, 0.2, 0.6], [0.4, -0.2, -0.2], [0.0, -0.8, 0.0], [0.0, -0.3, -0.4], [0.3, 0.6, 0.2], [0.2, 0.3, 0.1], [-0.2, -0.1, 0.3], [0.3, -0.4, -0.4], [0.2, -0.4, -0.1]], "mulliken_charge": [-0.535, -0.684, -0.705, -1.727, 0.374, -0.894, -0.946, 0.554, 0.386, 0.826, 0.023, 0.645, 0.418, 0.263, 0.417, 0.585], "spin_multiplicity": 2, "charge": -1, "e_lumo_ev": [4.46, 4.21], "s_squared": 0.75, "e_above_lowest_kcal_mol": 25.6}

Record 3
{"formula": "C5H9NO", "method": "ωB97M-V/def2-TZVPD", "elements": ["C", "C", "C", "C", "O", "C", "N", "H", "H", "H", "H", "H", "H", "H", "H", "H"], "xyz": [[1.108108, 1.357941, 0.630592], [0.368728, 0.120976, 0.129225], [1.290606, -0.831086, -0.628065], [-2.060966, -1.498073, 0.932262], [-2.441494, -0.296043, 0.561120], [-1.899702, 0.356698, -0.569591], [-0.685069, 0.561996, -0.779719], [1.548022, 1.912588, -0.204333], [1.906254, 1.057762, 1.317603], [0.425734, 2.023048, 1.169121], [2.094894, -1.175919, 0.029658], [0.742480, -1.707653, -0.990013], [1.734526, -0.325902, -1.492098], [-1.404410, -1.877073, 0.101814], [-0.035472, -0.404391, 1.009406], [-2.692238, 0.725127, -1.216985]], "forces_ev_per_angstrom": [[0.0, 0.0, 0.0], [0.0, -0.1, 0.1], [0.0, 0.0, 0.0], [0.0, 0.2, -0.3], [0.0, -0.3, 0.2], [0.4, 0.1, -0.2], [-0.5, -0.1, 0.1], [-0.1, -0.1, 0.1], [-0.1, 0.1, -0.1], [0.1, -0.1, -0.1], [-0.1, 0.1, -0.1], [0.1, 0.1, 0.1], [-0.1, 0.0, 0.1], [-0.1, 0.0, 0.1], [0.1, 0.1, -0.1], [0.1, 0.0, 0.1]], "mulliken_charge": [-1.460, 0.722, -1.317, -0.285, -0.194, 0.051, -0.442, 0.352, 0.360, 0.344, 0.364, 0.286, 0.339, 0.188, 0.289, 0.404], "spin_multiplicity": 1, "e_lumo_ev": 0.34, "e_above_lowest_kcal_mol": 102.6}

Record 4
{"formula": "C5H9NO", "method": "ωB97M-V/def2-TZVPD", "elements": ["C", "C", "C", "C", "C", "N", "H", "H", "H", "H", "H", "H", "H", "O", "H", "H"], "xyz": [[-0.608609, -0.468291, 1.830187], [0.115845, 0.176306, 0.707399], [-0.161939, 1.391382, 0.132742], [0.981490, 1.748005, -0.636501], [1.665096, 0.556054, -0.877817], [1.197841, -0.388834, 0.080433], [-0.149846, -0.371316, 2.810353], [-1.609391, -0.031323, 1.893247], [-0.708582, -1.549966, 1.656858], [-0.982976, 2.003816, 0.471113], [1.383784, 2.754147, -0.598634], [2.297019, 0.397388, -1.728498], [1.221843, -1.317734, -0.318157], [-1.220019, -1.582074, -1.748695], [-1.883377, -1.497938, -1.059232], [-1.538178, -1.819623, -2.614799]], "forces_ev_per_angstrom": [[-0.6, -0.8, -0.3], [-1.3, -0.1, -0.6], [1.0, -0.1, 2.1], [0.0, -1.0, -0.3], [-0.8, 1.5, 1.7], [1.1, 0.8, -2.8], [0.3, 0.2, 0.0], [0.1, -0.1, 0.1], [-0.1, 0.1, 0.1], [0.2, 0.4, 0.1], [-0.3, 0.0, -1.4], [0.7, -0.6, 0.4], [-0.4, -0.4, 0.9], [1.2, 0.1, 0.6], [-0.4, -0.1, -0.6], [-0.8, -0.1, 0.1]], "mulliken_charge": [-1.103, 0.210, -0.297, -0.581, -0.332, -0.189, 0.294, 0.309, 0.306, 0.411, 0.284, 0.376, 0.317, -0.599, 0.303, 0.292], "smiles": "Cc1ccc[nH]1.O", "spin_multiplicity": 1, "e_lumo_ev": 0.72, "e_above_lowest_kcal_mol": 50.1}

Record 5
{"formula": "C5H9NO", "method": "ωB97M-V/def2-TZVPD", "elements": ["C", "C", "C", "N", "H", "H", "H", "H", "H", "C", "C", "O", "H", "H", "H", "H"], "xyz": [[2.415027, -0.929474, -0.024322], [1.646087, -0.272743, -1.143707], [0.980144, 0.852388, -0.999202], [0.412692, 1.934047, -0.878135], [2.079599, -1.961192, 0.139355], [2.285468, -0.377010, 0.911283], [3.488950, -0.966080, -0.245387], [1.627872, -0.740329, -2.124436], [-0.574247, 1.835913, -0.616569], [-1.305994, -0.677318, 0.893512], [-2.165858, 0.323534, 0.867238], [-2.401173, 1.054836, -0.279081], [-0.752055, -0.974302, 0.002974], [-1.126126, -1.227934, 1.814076], [-2.733462, 0.642007, 1.745539], [-3.039746, 1.751159, -0.094911]], "forces_ev_per_angstrom": [[0.0, 0.0, 0.1], [-0.1, 0.3, 0.0], [0.0, 0.1, -0.1], [0.3, -0.5, -0.1], [0.0, 0.2, 0.0], [0.0, -0.1, -0.1], [-0.2, 0.0, 0.0], [0.0, 0.1, 0.1], [0.1, 0.0, -0.1], [0.2, -0.3, -0.1], [-0.3, 0.2, 0.2], [0.0, -0.1, 0.2], [-0.2, 0.1, 0.2], [-0.1, 0.2, -0.2], [0.2, -0.1, -0.2], [0.0, -0.1, 0.0]], "mulliken_charge": [-0.974, -0.476, 0.499, -0.647, 0.271, 0.296, 0.336, 0.318, 0.404, -0.660, 0.059, -0.519, 0.284, 0.219, 0.266, 0.325], "smiles": "CC=C=N.C=CO", "spin_multiplicity": 1, "e_lumo_ev": 0.67, "e_above_lowest_kcal_mol": 67.4}

Record 6
{"formula": "C5H9NO", "method": "ωB97M-V/def2-TZVPD", "elements": ["C", "C", "C", "O", "C", "C", "N", "H", "H", "H", "H", "H", "H", "H", "H", "H"], "xyz": [[1.986209, 0.168721, -0.082351], [0.690444, 0.008912, 0.733937], [-0.422149, -0.285208, -0.263920], [-0.253548, -1.603179, -0.766634], [-1.940006, -0.155503, 0.005734], [-2.013902, 1.239588, 0.428887], [-1.555878, 2.301201, 0.334453], [1.864743, 0.959316, -0.833372], [2.828194, 0.436285, 0.559573], [2.253238, -0.744183, -0.630325], [0.462153, 0.947500, 1.240170], [0.817528, -0.777201, 1.491925], [-0.332112, 0.681643, -0.898601], [0.435171, -2.050509, -0.246346], [-2.407880, -0.961633, 0.571150], [-2.391821, -0.149522, -0.994773]], "forces_ev_per_angstrom": [[0.1, 0.0, 0.0], [-0.1, 0.1, 0.2], [0.1, 0.6, -0.1], [0.3, 0.3, -0.6], [0.0, 0.0, 0.1], [0.6, 1.1, -0.4], [-1.1, -0.4, 0.7], [0.0, -0.1, 0.2], [-0.1, 0.0, 0.0], [-0.1, 0.1, 0.2], [0.1, -0.1, 0.1], [-0.2, 0.1, -0.1], [0.5, -2.2, -0.6], [-0.3, 0.4, -0.3], [0.2, 0.4, 0.4], [0.0, -0.3, 0.2]], "mulliken_charge": [-1.014, -0.651, 0.066, -0.555, -0.479, 0.292, -0.498, 0.328, 0.354, 0.306, 0.390, 0.283, 0.195, 0.371, 0.341, 0.271], "smiles": "CC[C@@H](O)CC#N", "spin_multiplicity": 1, "e_lumo_ev": 0.78, "e_above_lowest_kcal_mol": 49.5}

Record 7
{"formula": "C5H9NO", "method": "ωB97M-V/def2-TZVPD", "elements": ["C", "C", "C", "N", "H", "H", "H", "H", "H", "H", "H", "C", "C", "O", "H", "H"], "xyz": [[-1.209917, 0.032219, 1.271166], [-1.216883, 0.118694, -0.233385], [-0.272730, 0.987539, -0.976299], [-1.671396, 1.380412, -0.809663], [-0.891143, 0.986620, 1.701478], [-2.212268, -0.193165, 1.650922], [-0.529949, -0.755289, 1.614249], [-1.515561, -0.795802, -0.747034], [0.072286, 0.662302, -1.956921], [0.434223, 1.607451, -0.427189], [-2.188386, 1.223081, -1.669662], [2.624042, -0.673718, 0.213262], [1.700747, -1.576564, -0.016634], [0.884055, -2.386913, -0.217297], [2.415852, 0.360648, -0.018118], [3.577025, -0.977518, 0.621130]], "forces_ev_per_angstrom": [[0.0, 0.0, 0.0], [0.0, -0.2, 0.1], [0.3, 0.0, 0.0], [-0.2, 0.1, -0.2], [0.0, -0.1, -0.1], [0.1, 0.0, -0.1], [-0.1, 0.1, 0.0], [0.0, 0.2, 0.1], [-0.1, 0.1, 0.2], [-0.1, -0.1, -0.1], [0.1, 0.0, 0.1], [-0.1, -0.1, 0.0], [-0.5, -0.6, -0.1], [0.7, 0.7, 0.2], [0.0, -0.1, 0.0], [-0.1, 0.0, 0.0]], "mulliken_charge": [-1.151, 0.315, -0.586, -0.675, 0.305, 0.299, 0.277, 0.415, 0.280, 0.267, 0.251, -0.925, 0.814, -0.362, 0.203, 0.273], "smiles": "C[C@@H]1CN1.C=C=O", "spin_multiplicity": 1, "e_lumo_ev": 0.91, "e_above_lowest_kcal_mol": 65.7}

Record 8
{"formula": "C5H9NO", "method": "ωB97M-V/def2-TZVPD", "elements": ["C", "C", "C", "C", "O", "C", "N", "H", "H", "H", "H", "H", "H", "H", "H", "H"], "xyz": [[0.885154, 1.299977, -0.970893], [0.553801, 0.061680, -0.149128], [1.083066, -1.226429, -0.761784], [-1.634972, 0.017109, 0.822187], [-2.963220, -0.055232, 0.643008], [0.750086, 0.196286, 1.247022], [0.515220, 0.282073, 2.390034], [0.404957, 1.243187, -1.952560], [0.566459, 2.223076, -0.476933], [1.969317, 1.392047, -1.153694], [2.169715, -1.177524, -0.945281], [0.609249, -1.405250, -1.731798], [0.907416, -2.094352, -0.119049], [-1.186691, -0.857442, 1.256111], [-1.332343, 1.030734, 1.010263], [-3.297215, -0.929943, 0.892495]], "forces_ev_per_angstrom": [[-0.2, 0.1, 0.0], [-0.1, 0.0, 0.0], [-0.1, -0.1, 0.0], [0.3, 0.0, 0.1], [0.1, -0.2, -0.5], [-0.2, 0.1, 0.8], [0.6, 0.0, -0.8], [0.0, 0.0, 0.1], [0.0, -0.2, -0.1], [-0.2, -0.1, 0.1], [-0.3, 0.1, 0.1], [0.0, 0.0, 0.1], [-0.1, 0.1, -0.1], [0.0, 0.2, 0.3], [0.1, -0.1, 0.2], [0.2, 0.1, -0.3]], "mulliken_charge": [-1.363, 0.959, -1.389, -0.157, -0.464, 0.025, -0.607, 0.361, 0.313, 0.358, 0.352, 0.359, 0.316, 0.269, 0.294, 0.373], "spin_multiplicity": 1, "e_lumo_ev": [0.22, 0.22], "e_above_lowest_kcal_mol": 98.9}